Formula: C15H42LiN9O9
Source: the OMol25 dataset
Level of theory: ωB97M-V/def2-TZVPD

Each line ends with the Löwdin charge.
Atoms and positions in Å:
Li1 -2.4876 -2.6196 -3.7883  0.807
C1 -0.6323 -0.0746 -1.5099  0.020
C2 -1.3273 -1.2416 -2.2284  -0.733
O1 -0.6430 -2.0642 -2.8699  -0.105
O2 -2.5720 -1.1656 -2.3409  -0.128
H1 0.1565 0.2137 -2.1975  0.069
H2 -0.2338 -0.4626 -0.5714  0.073
H3 -1.2716 0.7716 -1.2768  0.089
C3 1.0284 -3.5350 0.7642  -0.682
O3 1.2687 -3.5231 1.9752  0.003
N1 2.0556 -3.5594 -0.1259  0.155
N2 -0.1954 -3.4974 0.1909  0.180
H4 1.9206 -3.5222 -1.1278  0.049
H5 2.9805 -3.4947 0.2565  0.105
H6 -0.1732 -3.4620 -0.8101  0.060
H7 -1.0637 -3.4227 0.6870  0.082
C4 3.0836 0.3423 -2.6119  -0.684
O4 2.6581 0.8162 -3.6638  0.017
N3 2.4806 -0.6766 -1.9626  0.164
N4 4.1235 0.9114 -1.9218  0.150
H8 2.7797 -0.9639 -1.0516  0.084
H9 1.6246 -0.9751 -2.3964  0.069
H10 4.7734 1.3759 -2.5393  0.107
H11 4.5403 0.4289 -1.1451  0.092
C5 -3.8586 -1.9285 1.0131  -0.688
O5 -4.5232 -2.3328 1.9664  0.019
N5 -3.2951 -2.7798 0.1300  0.149
N6 -3.6550 -0.6059 0.7592  0.171
H12 -2.7816 -2.3771 -0.6372  0.046
H13 -3.5138 -3.7566 0.2029  0.114
H14 -4.0661 -0.0063 1.4538  0.109
H15 -3.4895 -0.2676 -0.1743  0.072
C6 -6.5032 0.0475 -2.9124  -0.673
O6 -7.3735 0.7350 -3.4222  0.033
N7 -5.1584 0.4264 -2.8476  0.139
N8 -6.6839 -1.1585 -2.3412  0.155
H16 -4.4540 -0.2811 -2.9299  0.034
H17 -4.9254 1.3876 -3.0171  0.099
H18 -5.8886 -1.6686 -2.0149  0.083
H19 -7.6096 -1.5516 -2.3315  0.112
C7 3.3899 2.6813 1.2860  -0.027
C8 1.8232 2.5745 1.3695  -0.485
C9 1.5052 1.1026 1.1222  -0.145
C10 1.7065 0.1134 2.2944  -0.152
C11 1.0583 0.7492 3.4990  -0.141
C12 1.4810 2.1797 3.8228  -0.509
N9 1.2239 3.0134 2.6504  -0.108
O7 1.3647 4.4021 2.8258  -0.007
C13 0.5780 2.6567 4.9653  -0.046
C14 2.9514 2.2891 4.3013  -0.019
C15 1.2727 3.4475 0.2453  -0.038
H20 3.6316 3.5888 1.8455  0.071
H21 3.7370 2.8059 0.2621  0.067
H22 3.9080 1.8255 1.7135  0.062
H23 0.4552 1.1117 0.8019  0.099
H24 1.9988 0.6947 0.2388  0.089
H25 2.7876 -0.0132 2.4202  0.101
H26 1.3072 -0.8957 2.1807  0.098
H27 1.0897 0.1754 4.4272  0.127
H28 -0.0058 0.8034 3.2435  0.129
H29 0.8408 3.6360 5.3757  0.080
H30 -0.4511 2.8494 4.6510  0.089
H31 0.5333 1.9785 5.8180  0.084
H32 3.6089 1.5615 3.8211  0.066
H33 3.3929 3.2706 4.1379  0.073
H34 3.0330 1.9702 5.3427  0.088
H35 1.4392 4.5179 0.3398  0.081
H36 0.1755 3.3871 0.2901  0.086
H37 1.4344 3.1021 -0.7774  0.085
H38 2.2617 4.5087 3.1866  0.080
O8 -1.3977 -0.9776 -6.2375  -0.043
H39 -1.7661 -1.8107 -6.5527  0.028
H40 -0.6711 -1.2268 -5.6492  0.033
O9 1.2679 -4.2075 -2.9581  -0.057
H41 1.4005 -4.7369 -3.7508  0.051
H42 0.5390 -3.6106 -3.1842  -0.008

Atoms 1-2, force components in eV/Å:
0.480 0.819 0.624
-0.077 -1.219 -0.051

For the frontier orbital gap, the calculation gives 6.53 eV. The HOMO energy comes out at -0.3091 hartree. The value obtained for the total energy is -1774.40795 hartree. Its LUMO energy is -1.88 eV. As for the spin multiplicity: 1. Its charge is 0.

=====

Formula: C15H43Br2O17P4Pb
Source: the OMol25 dataset
Level of theory: ωB97M-V/def2-TZVPD

Each line ends with the Löwdin charge.
Atoms and positions in Å:
Pb1 -2.2185 6.0545 1.9037  1.285
C1 -2.1882 1.4299 -1.7846  -0.277
O1 -2.2298 2.4154 -0.8141  -0.237
H1 -3.1911 1.1209 -2.0795  0.074
H2 -1.5811 1.6576 -2.6608  0.071
H3 -1.7265 0.5295 -1.3795  0.070
Br1 -9.2452 -1.2694 -4.9095  0.551
C2 -8.1890 0.4205 -4.6595  -0.641
C3 -8.7356 1.1709 -3.4258  -0.705
Br2 -10.4487 1.9479 -3.9190  0.610
H4 -8.1711 1.0693 -5.5353  0.054
H5 -7.2370 -0.1014 -4.5624  0.030
H6 -8.1016 1.9624 -3.0263  0.051
H7 -8.7766 0.4716 -2.5907  0.051
C4 -1.3254 -9.1470 -3.0448  -0.122
O2 -0.9368 -8.5633 -1.7908  -0.234
P1 -0.7718 -6.8687 -1.7014  0.529
O3 -1.7219 -6.3306 -0.7211  -0.252
O4 0.7999 -6.6374 -1.2197  -0.262
C5 1.1401 -6.5131 0.2150  -0.072
O5 -0.7949 -6.3574 -3.2681  -0.266
C6 -0.6471 -4.9337 -3.6021  -0.064
H8 -2.0906 -9.8878 -2.8129  0.088
H9 -0.4451 -9.6405 -3.4566  0.085
H10 -1.6693 -8.4627 -3.8204  0.073
H11 0.2061 -6.7479 0.7256  0.069
H12 1.3145 -5.4626 0.4476  0.079
H13 1.9757 -7.1159 0.5708  0.086
H14 0.1834 -4.6699 -4.2569  0.088
H15 -0.8650 -4.2771 -2.7599  0.088
H16 -1.4969 -4.9021 -4.2839  0.085
C7 -3.1142 0.5664 5.3264  -0.123
O6 -3.4142 0.9899 6.6629  -0.200
P2 -3.0996 2.5809 7.0138  0.468
O7 -2.9369 3.4956 5.8688  -0.263
O8 -4.0671 3.0768 8.1876  -0.199
C8 -4.2137 2.2527 9.3247  -0.113
O9 -1.7245 2.4958 7.8479  -0.214
C9 -1.1438 3.5339 8.4637  -0.173
H17 -3.9927 0.3741 4.7104  0.090
H18 -2.5693 -0.3776 5.3358  0.088
H19 -2.4265 1.1372 4.7024  0.078
H20 -5.2446 2.0568 9.6195  0.090
H21 -3.9144 2.9572 10.1007  0.098
H22 -3.8081 1.2420 9.3711  0.101
H23 -1.1791 3.3617 9.5394  0.097
H24 -1.6356 4.4749 8.2170  0.090
H25 -0.1055 3.7821 8.2435  0.093
C10 3.1221 4.3241 0.2242  -0.043
O10 3.4386 3.3315 1.3033  -0.233
P3 3.2081 3.5702 2.8764  0.444
O11 1.9900 4.4399 3.1104  -0.312
O12 3.2531 2.1066 3.5786  -0.213
C11 2.4923 0.9418 3.1896  -0.082
O13 4.6211 4.1518 3.3536  -0.199
C12 4.7337 5.4130 4.0130  -0.107
H26 3.0865 5.2788 0.7491  0.070
H27 2.2217 4.1625 -0.3684  0.079
H28 3.8553 4.4448 -0.5733  0.086
H29 1.6652 1.1508 2.5111  0.081
H30 1.9493 0.3736 3.9447  0.087
H31 3.2255 0.3106 2.6874  0.095
H32 4.0145 5.6293 4.8029  0.082
H33 4.4194 6.1881 3.3140  0.079
H34 5.6830 5.7236 4.4494  0.094
C13 6.7745 -1.0024 -7.4345  -0.086
O14 5.7243 -0.1319 -7.0309  -0.231
P4 5.3492 0.1598 -5.5101  0.484
O15 6.5010 0.2885 -4.6211  -0.224
O16 4.3362 -1.1082 -5.1697  -0.242
C14 3.9449 -1.0998 -3.8422  -0.153
O17 4.4134 1.5781 -5.6078  -0.243
C15 3.0446 1.5936 -6.1002  -0.096
H35 7.4392 -0.3075 -7.9478  0.096
H36 6.4023 -1.7369 -8.1486  0.088
H37 7.2191 -1.5737 -6.6197  0.092
H38 2.9635 -0.7199 -4.1261  0.091
H39 4.5381 -0.5478 -3.1132  0.089
H40 3.9625 -2.0987 -3.4063  0.092
H41 2.7982 0.5626 -6.3541  0.077
H42 3.0259 2.1544 -7.0347  0.084
H43 2.3584 2.0869 -5.4117  0.083

Atoms 1-2, force components in eV/Å:
0.192 -0.876 -0.250
0.122 0.571 1.154

For the frontier orbital gap, the calculation gives 2.98 eV. The HOMO energy comes out at -0.3937 hartree. The value obtained for the total energy is -8582.36871 hartree. Its LUMO energy is -7.73 eV. As for the spin multiplicity: 1. Its charge is +1.

=====

Formula: C15H45ClInN12O24
Source: the OMol25 dataset
Level of theory: ωB97M-V/def2-TZVPD

Each line ends with the Löwdin charge.
Atoms and positions in Å:
Cl1 6.2672 4.4955 -1.4195  0.506
C1 4.8703 4.5655 -2.5710  -0.585
C2 4.3007 5.9836 -2.7093  -0.386
C3 2.8979 6.1245 -2.0928  -0.373
In1 1.4378 4.5234 -2.6296  0.236
H1 5.2595 4.1523 -3.5066  0.065
H2 4.1290 3.8795 -2.1607  0.006
H3 5.0146 6.6640 -2.2155  0.072
H4 4.2975 6.2755 -3.7691  0.095
H5 2.9742 6.2034 -0.9985  0.022
H6 2.4469 7.0685 -2.4330  0.013
H7 2.0692 3.4866 -3.8992  -0.119
H8 0.9841 3.6303 -1.1341  -0.128
H9 -0.0698 5.2996 -3.2082  -0.157
C4 2.6672 -1.2526 -3.1077  0.038
N1 2.0809 0.1126 -3.2583  -0.428
O1 2.2285 0.9400 -2.3890  0.023
O2 1.4221 0.2878 -4.2689  0.023
H10 3.2422 -1.3155 -2.1923  0.083
H11 1.8111 -1.9158 -3.0839  0.054
H12 3.2858 -1.4342 -3.9820  0.099
C5 -2.1296 2.9729 -1.0826  0.041
N2 -3.2424 2.1125 -0.6067  -0.428
O3 -3.2219 0.9315 -0.9048  0.036
O4 -4.1210 2.6185 0.0632  0.040
H13 -1.4468 2.3434 -1.6402  0.076
H14 -2.5459 3.7557 -1.7115  0.099
H15 -1.6312 3.3985 -0.2170  0.095
C6 1.2614 -1.9830 1.4867  0.053
N3 2.1189 -2.6672 0.4913  -0.410
O5 3.1744 -3.1440 0.8513  0.056
O6 1.6998 -2.7407 -0.6498  0.030
H16 1.7450 -2.0344 2.4527  0.072
H17 1.1368 -0.9552 1.1546  0.110
H18 0.3160 -2.5236 1.4739  0.066
C7 -2.0133 -0.3894 -3.7472  0.063
N4 -1.5027 -1.7863 -3.6644  -0.427
O7 -2.2275 -2.7027 -3.9910  0.064
O8 -0.3623 -1.9071 -3.2667  0.042
H19 -3.0299 -0.4222 -4.1203  0.096
H20 -1.9599 0.0294 -2.7456  0.075
H21 -1.3414 0.1528 -4.4080  0.101
C8 1.8762 -1.0926 6.3786  0.044
N5 1.9981 -0.1210 5.2558  -0.437
O9 2.4742 0.9687 5.4769  0.081
O10 1.6088 -0.5035 4.1680  0.045
H22 2.2673 -0.6359 7.2797  0.092
H23 0.8232 -1.3371 6.4791  0.107
H24 2.4372 -1.9765 6.0928  0.068
C9 3.1914 -5.3060 3.3939  0.068
N6 3.2897 -4.8511 4.8044  -0.421
O11 4.1802 -5.2850 5.5056  0.074
O12 2.4517 -4.0508 5.1869  0.031
H25 3.9951 -6.0098 3.2153  0.099
H26 2.2110 -5.7592 3.2725  0.107
H27 3.2711 -4.4253 2.7624  0.077
C10 -6.5326 3.9227 -1.7879  0.041
N7 -5.9059 4.8992 -2.7129  -0.449
O13 -6.2865 6.0501 -2.6831  0.063
O14 -5.0420 4.4707 -3.4522  0.051
H28 -7.2767 4.4400 -1.1940  0.098
H29 -6.9801 3.1474 -2.4002  0.074
H30 -5.7423 3.5062 -1.1697  0.066
C11 -8.0994 3.0979 -6.7387  0.052
N8 -8.7166 2.9856 -5.3872  -0.442
O15 -8.0299 3.2896 -4.4348  0.059
O16 -9.8633 2.5995 -5.3307  0.071
H31 -7.0839 3.4543 -6.6142  0.097
H32 -8.1331 2.1101 -7.1884  0.099
H33 -8.7067 3.7931 -7.3103  0.100
C12 2.3883 -4.8803 8.3262  0.044
N9 2.6724 -3.9010 9.4079  -0.448
O17 3.4507 -4.2138 10.2824  0.068
O18 2.0981 -2.8313 9.3378  0.049
H34 2.9663 -5.7770 8.5165  0.097
H35 1.3208 -5.0802 8.3444  0.105
H36 2.6755 -4.4239 7.3855  0.054
C13 4.0140 2.4756 0.5600  0.044
N10 4.4337 1.1401 1.0617  -0.439
O19 3.8475 0.1544 0.6633  0.045
O20 5.3523 1.1103 1.8561  0.054
H37 3.1853 2.3479 -0.1301  0.064
H38 3.7255 3.0606 1.4286  0.107
H39 4.8821 2.9238 0.0776  0.034
C14 -3.4324 -2.4350 0.9854  0.053
N11 -2.7712 -3.3567 1.9448  -0.447
O21 -1.5775 -3.2192 2.1356  0.033
O22 -3.4633 -4.1909 2.4815  0.073
H40 -2.6932 -1.7391 0.6150  0.088
H41 -3.8436 -3.0543 0.1931  0.102
H42 -4.2236 -1.9197 1.5202  0.102
C15 -0.2036 -5.0702 -1.4703  0.049
N12 -0.6906 -5.3653 -0.0944  -0.430
O23 0.1302 -5.5631 0.7775  0.059
O24 -1.8953 -5.3981 0.0666  0.051
H43 0.8781 -5.0768 -1.4542  0.088
H44 -0.6144 -5.8366 -2.1214  0.103
H45 -0.5817 -4.0952 -1.7536  0.078

Atoms 1-2, force components in eV/Å:
0.162 0.022 0.057
0.010 -0.042 -0.262

For the frontier orbital gap, the calculation gives 6.30 eV. The HOMO energy comes out at -0.1866 hartree. The value obtained for the total energy is -3710.53601 hartree. Its LUMO energy is 1.22 eV. As for the spin multiplicity: 1. Its charge is -1.